# 1
The following is a DFT calculation (the ωB97M-V functional and the def2-TZVPD basis) of the molecule C5H13N3.

Geometry (Å):
1 C -0.1430 -1.9040 1.7882
2 C 0.9349 -1.1347 1.0889
3 C 0.7281 0.2470 1.2238
4 C -0.6996 0.8598 0.6254
5 N -0.6518 1.6069 -0.4858
6 C -0.3813 0.8320 -1.6883
7 N 0.1210 1.7803 -2.6694
8 N 0.4385 -0.3652 -1.7105
9 H -0.5732 -1.4487 2.6640
10 H -1.0187 -2.1525 1.1634
11 H 0.0589 -2.9289 2.0961
12 H 1.8506 -1.6939 1.2733
13 H 0.4595 -0.8429 -0.8075
14 H 1.4072 1.0717 1.0723
15 H 0.4413 0.2487 2.2793
16 H -1.3277 -0.0369 0.4396
17 H -1.3354 1.3216 1.3841
18 H -1.3626 0.4175 -2.0014
19 H -0.0322 2.6949 -2.2972
20 H -0.3336 1.5989 -3.5465
21 H 1.4190 -0.1717 -1.8919

Its gap between HOMO and LUMO is 5.583 eV. As for the largest force on an atom: 3.72 eV/A. The value obtained for the relative energy (zero: lowest compared OMol25 entry of this formula, charge and spin) is 595.19 kJ/mol. Its spin multiplicity is 1.



# 2
The following is a DFT calculation (the ωB97M-V functional and the def2-TZVPD basis) of a cluster of 2 separate species, C5H13N3 in total.

Geometry (Å):
1 C -2.7446 -1.4005 -0.4731
2 C -0.0688 0.7406 1.8868
3 C 1.4745 2.1047 -0.9126
4 C 1.7864 -0.4330 -0.8882
5 C 1.2850 0.7536 -0.2517
6 N 0.3207 0.5211 0.6429
7 N -3.4352 -2.1652 -1.1484
8 N 0.7478 0.9588 2.9142
9 H -3.2362 -0.5335 -0.2340
10 H -1.0789 0.7403 2.2471
11 H 0.6056 2.6931 -1.0346
12 H 2.0937 2.5482 -0.1184
13 H 1.9999 2.0122 -1.8918
14 H 1.4304 -1.3885 -0.3379
15 H -1.7640 -1.7806 -0.3859
16 H 2.8818 -0.3770 -0.5771
17 H 1.8195 -0.4769 -1.9398
18 H -4.4342 -2.0514 -1.3449
19 H -3.0697 -2.9398 -1.6193
20 H 0.5018 1.2419 3.9668
21 H 1.7924 0.8763 2.6878

The charge is +2. Its gap between HOMO and LUMO is 8.872 eV. As for the largest force on an atom: 4.65 eV/A. The value obtained for the relative energy (zero: lowest compared OMol25 entry of this formula, charge and spin) is 96.89 kJ/mol. Its spin multiplicity is 1.



# 3
The following is a DFT calculation (the ωB97M-V functional and the def2-TZVPD basis) of a structure of composition C5H13N3O.

Geometry (Å):
1 C -2.9106 -0.7649 0.1114
2 C -1.9761 0.1352 -0.9468
3 C -0.7577 0.8733 -0.2331
4 C -0.8272 1.3020 1.3677
5 C 1.7435 0.1010 -0.1812
6 H -2.3644 -1.5618 0.6819
7 H -3.7656 -1.3503 -0.4864
8 H -3.2542 0.0712 0.8125
9 H -1.5062 -0.4656 -1.7227
10 H -2.4897 0.9316 -1.5605
11 H -0.4171 1.8913 -0.7008
12 H -2.2219 1.4979 1.3085
13 H -0.6885 0.0018 1.8721
14 H -0.1909 2.2372 1.5876
15 H 1.0953 -1.3553 1.0867
16 H 3.4418 -0.8759 0.4738
17 H 2.0177 -1.7303 -0.5957
18 H 1.9703 1.9213 -1.2477
19 N 0.3492 -0.1269 -0.5846
20 N 2.3672 -1.1039 0.3820
21 N 2.3195 1.2394 -0.3628
22 O 0.1863 -1.3941 0.2176

Its gap between HOMO and LUMO is 9.016 eV. As for the largest force on an atom: 6.06 eV/A. The value obtained for the relative energy (zero: lowest compared OMol25 entry of this formula, charge and spin) is 953.06 kJ/mol. Its spin multiplicity is 1.



# 4
The following is a DFT calculation (the ωB97M-V functional and the def2-TZVPD basis) of a cluster of 2 separate species, C5H13N3O in total.

Geometry (Å):
1 C 3.4602 -0.9341 -0.2283
2 C 1.9852 -1.1313 0.1669
3 C 3.7051 0.5669 -0.0106
4 C 1.4430 0.2326 0.1999
5 C -3.5449 0.0984 0.4853
6 N -2.3310 0.3473 -0.1677
7 N 2.3669 1.1107 0.1088
8 N -4.8579 0.3387 -0.1952
9 O -2.8486 -0.9709 0.0314
10 H 4.1326 -1.5465 0.3661
11 H 3.6105 -1.2004 -1.2738
12 H 1.4418 -1.7899 -0.5084
13 H 1.8751 -1.5718 1.1644
14 H 4.2591 0.7779 0.9098
15 H 4.2351 1.0462 -0.8359
16 H 0.4000 0.4857 0.3170
17 H -3.5942 0.2755 1.5595
18 H 2.2315 2.1172 0.1433
19 H -2.4015 0.6046 -1.1562
20 H -5.4888 -0.4623 -0.0072
21 H -4.7609 0.4106 -1.2249
22 H -5.3184 1.1950 0.1559

The charge is +2. Its gap between HOMO and LUMO is 11.419 eV. As for the largest force on an atom: 1.89 eV/A. The value obtained for the relative energy (zero: lowest compared OMol25 entry of this formula, charge and spin) is 350.44 kJ/mol. Its spin multiplicity is 1.



# 5
The following is a DFT calculation (the ωB97M-V functional and the def2-TZVPD basis) of a cluster of 2 separate species, C5H13N3O2 in total.

Geometry (Å):
1 C 2.3841 -2.6268 -0.5127
2 C -2.6481 1.4522 -0.8490
3 C -1.4574 1.5257 0.2089
4 C -1.0823 0.0780 0.7670
5 C 2.8421 -1.2353 -0.3314
6 N 3.6009 -0.7578 -1.3849
7 N 2.5762 -0.3978 0.6356
8 N 2.3614 -0.5139 1.9096
9 O 1.7171 -3.1640 0.6165
10 O 2.5226 -3.3023 -1.5684
11 H -2.1283 1.4395 -1.8265
12 H -3.0840 0.5218 -0.7976
13 H -3.4179 2.2648 -0.8018
14 H -1.7230 2.0839 1.0860
15 H -0.5336 1.9385 -0.2626
16 H -2.0295 -0.3538 1.0585
17 H -0.7683 -0.4753 -0.0144
18 H 3.8324 0.2276 -1.3026
19 H 3.4131 -0.8655 -2.3385
20 H 2.9508 0.5666 0.3990
21 H 1.3793 -4.0514 0.6045
22 H -0.4132 0.1829 1.7496
23 H 1.9518 -1.4402 1.9545

Its gap between HOMO and LUMO (alpha / beta) is 7.926 / 7.609 eV. As for the largest force on an atom: 5.29 eV/A. The value obtained for the relative energy (zero: lowest compared OMol25 entry of this formula, charge and spin) is 413.20 kJ/mol. Its spin multiplicity is 1.



# 6
The following is a DFT calculation (the ωB97M-V functional and the def2-TZVPD basis) of a structure of composition C5H13N3O2.

Geometry (Å):
1 C 0.2145 0.4253 -0.3665
2 C -1.7839 -0.3051 2.8508
3 C -1.9991 0.2086 1.3658
4 C -1.1991 -0.4479 0.2939
5 C 2.0248 0.1833 -1.2324
6 N 2.7841 0.9204 -0.6021
7 N 2.0039 -0.8036 -2.1779
8 N 0.8214 -1.5158 -2.4591
9 O -0.2917 1.2177 -1.4020
10 O 0.6888 1.2256 0.7130
11 H -0.6338 -0.2297 3.1453
12 H -2.3459 0.4724 3.3875
13 H -2.0758 -1.2231 2.9862
14 H -1.6859 1.3232 1.4059
15 H -3.0467 0.0493 1.1658
16 H -1.8348 -0.5183 -0.6595
17 H -0.8028 -1.3772 0.4772
18 H 3.7748 0.9642 -0.9154
19 H 1.4962 1.6646 0.4358
20 H 2.7021 -0.9579 -2.8715
21 H 0.3249 1.9645 -1.3644
22 H 0.8229 -2.4554 -1.8849
23 H 0.0408 -0.7851 -2.2915

Its gap between HOMO and LUMO is 9.596 eV. As for the largest force on an atom: 7.69 eV/A. The value obtained for the relative energy (zero: lowest compared OMol25 entry of this formula, charge and spin) is 569.69 kJ/mol. Its spin multiplicity is 1.